Entry 1:
56
Properties=species:S:1:pos:R:3 method="wB97M-V/def2-TZVPD" smiles="O=C1O[C@H](C[C@H](O)C(F)(F)F)[C@@H](S)[C@H]1CCCCS(=O)(=O)Cl.CO.CO.CO" energy_ev=-73696.300 charge=0
O 1.37 3.03 1.71
C 0.71 2.05 1.48
O -0.63 2.00 1.60
C -1.12 0.73 1.05
C -2.46 0.53 1.74
C -3.52 -0.37 1.08
O -3.44 -1.74 1.38
C -3.59 -0.23 -0.43
F -3.37 1.06 -0.80
F -4.83 -0.57 -0.88
F -2.69 -0.99 -1.10
C 0.04 -0.19 1.38
S -0.10 -1.88 0.78
C 1.26 0.67 1.02
C 1.61 0.85 -0.46
C 2.51 -0.21 -1.12
C 3.63 -0.78 -0.25
C 3.32 -2.09 0.45
S 4.75 -3.18 0.56
O 4.96 -3.52 1.92
O 5.83 -2.69 -0.22
Cl 4.06 -4.88 -0.37
H -1.18 0.94 -0.01
H -2.87 1.51 1.88
H -2.26 0.13 2.73
H -4.48 -0.03 1.44
H -2.70 -1.89 1.96
H 0.10 -0.30 2.46
H -0.12 -1.67 -0.55
H 2.11 0.53 1.67
H 2.15 1.79 -0.52
H 0.70 1.00 -1.02
H 1.90 -0.99 -1.57
H 3.00 0.29 -1.95
H 3.90 -0.02 0.48
H 4.51 -0.91 -0.86
H 2.53 -2.64 -0.02
H 3.01 -1.94 1.47
C -0.32 -5.85 1.92
O 0.52 -5.16 1.00
H -0.19 -5.40 2.90
H -1.37 -5.78 1.63
H -0.04 -6.91 1.99
H 0.41 -5.56 0.14
C -3.13 3.53 -3.72
O -2.38 3.33 -2.52
H -2.53 4.14 -4.39
H -3.35 2.58 -4.21
H -4.07 4.06 -3.52
H -2.92 2.80 -1.93
C 0.18 5.25 -0.89
O 0.55 4.82 -2.19
H 1.09 5.45 -0.32
H -0.41 6.17 -0.94
H -0.39 4.47 -0.37
H -0.27 4.64 -2.66

Entry 2:
49
Properties=species:S:1:pos:R:3 method="wB97M-V/def2-TZVPD" smiles="CCCNN(COC)[C@](CCCCO)(C[C@H](C)Cl)C(=O)[O-]" energy_ev=-38664.901 charge=-1
C -0.17 -3.00 1.27
C -1.39 -2.72 0.38
C -1.07 -2.42 -1.09
N -1.10 -1.04 -1.56
N -1.11 0.05 -0.65
C -2.42 0.66 -0.65
O -3.36 -0.24 -0.06
C -4.36 0.41 0.67
C 0.01 1.05 -0.85
C 1.05 0.54 -1.85
C 1.89 -0.67 -1.43
C 3.31 -0.35 -0.91
C 3.62 -0.88 0.48
O 5.00 -1.26 0.52
C 0.70 1.32 0.50
C -0.12 2.00 1.61
C 0.32 3.39 2.04
Cl -0.14 0.92 3.11
C -0.56 2.39 -1.46
O -0.42 3.38 -0.74
O -1.00 2.29 -2.63
H 0.75 -2.98 0.68
H -0.06 -2.25 2.05
H -0.22 -3.98 1.75
H -2.05 -3.60 0.40
H -1.96 -1.89 0.78
H -1.75 -2.98 -1.73
H -0.07 -2.83 -1.29
H -1.84 -0.90 -2.24
H -2.74 0.92 -1.67
H -2.37 1.58 -0.07
H -4.92 1.14 0.08
H -3.94 0.92 1.54
H -5.05 -0.36 1.02
H 0.51 0.33 -2.78
H 1.70 1.39 -2.07
H 1.36 -1.23 -0.67
H 1.97 -1.34 -2.29
H 4.07 -0.76 -1.57
H 3.46 0.74 -0.92
H 3.42 -0.13 1.26
H 2.99 -1.75 0.70
H 5.27 -1.35 1.44
H 1.05 0.35 0.87
H 1.57 1.95 0.32
H -1.17 2.01 1.33
H 0.15 3.54 3.10
H 1.38 3.52 1.83
H -0.21 4.14 1.46

Entry 3:
56
Properties=species:S:1:pos:R:3 method="wB97M-V/def2-TZVPD" smiles="C[C@@H]1C[C@@H](C[C@@H](O)C(F)(F)F)NC1=O.CCOS(C)(=O)=O.CCOS(C)(=O)=O" energy_ev=-62665.028 charge=0
C -1.50 -2.12 1.58
C -3.03 -2.16 1.40
C -3.77 -2.85 2.53
C -4.83 -3.71 1.83
C -6.31 -3.35 1.89
C -6.72 -2.11 1.11
O -8.09 -2.29 0.74
C -6.71 -0.84 1.93
F -7.59 -0.86 2.88
F -7.00 0.18 1.14
F -5.54 -0.59 2.46
N -4.25 -3.92 0.53
C -3.53 -2.82 0.12
O -3.39 -2.46 -0.99
H -1.24 -2.42 2.58
H -1.00 -2.81 0.91
H -1.11 -1.13 1.43
H -3.29 -1.12 1.23
H -3.09 -3.58 2.96
H -4.07 -2.25 3.38
H -4.80 -4.66 2.36
H -6.65 -3.30 2.92
H -6.85 -4.17 1.45
H -6.17 -1.96 0.20
H -8.20 -2.03 -0.19
H -4.79 -4.42 -0.17
C 0.97 2.02 -0.95
C 1.56 0.63 -0.89
O 2.79 0.58 -0.15
S 2.71 0.60 1.44
C 4.37 0.11 1.76
O 1.81 -0.43 1.87
O 2.53 1.95 1.88
H 0.63 2.35 0.03
H 0.12 2.05 -1.63
H 1.73 2.74 -1.28
H 0.84 -0.09 -0.48
H 1.81 0.29 -1.90
H 4.51 -0.89 1.37
H 4.51 0.13 2.83
H 5.04 0.82 1.27
C 7.46 2.46 -4.14
C 6.45 2.03 -3.10
O 6.01 3.12 -2.28
S 4.93 4.12 -2.89
C 4.49 4.92 -1.38
O 3.82 3.36 -3.36
O 5.59 5.06 -3.74
H 7.01 3.11 -4.89
H 7.88 1.59 -4.65
H 8.28 3.02 -3.68
H 5.59 1.54 -3.56
H 6.91 1.31 -2.42
H 4.03 4.19 -0.72
H 3.78 5.70 -1.63
H 5.38 5.35 -0.94

Entry 4:
65
Properties=species:S:1:pos:R:3 method="wB97M-V/def2-TZVPD" energy_ev=-110704.298 spin_multiplicity=6 charge=0
Mn 2.35 -0.49 1.60
C -0.51 1.88 -0.69
F -1.05 2.34 -1.84
F 0.62 2.59 -0.49
F -1.39 2.08 0.30
S -0.09 0.05 -0.81
O -1.27 -0.75 -0.52
O 0.47 -0.10 -2.10
O 0.88 -0.03 0.31
C 1.70 1.87 5.39
F 2.33 2.48 6.38
F 1.51 0.58 5.69
F 0.52 2.45 5.22
S 2.69 2.07 3.80
O 4.07 1.70 4.15
O 2.15 1.08 2.84
O 2.54 3.45 3.37
C 2.86 -3.39 -0.01
O 2.69 -2.25 0.38
N 1.92 -4.34 -0.04
C 2.19 -5.68 -0.53
C 0.53 -4.15 0.33
H 3.80 -3.75 -0.44
H 1.41 -5.96 -1.25
H 2.26 -6.46 0.22
H 3.07 -5.76 -1.17
H -0.15 -4.26 -0.51
H 0.25 -4.75 1.20
H 0.43 -3.15 0.76
C 2.02 2.39 -6.82
O 2.96 2.88 -7.40
N 1.72 2.43 -5.50
C 0.69 1.59 -4.93
C 2.67 3.08 -4.58
H 1.21 1.80 -7.31
H 0.83 0.53 -5.17
H -0.32 1.84 -5.27
H 0.63 1.74 -3.86
H 3.01 3.98 -5.10
H 2.16 3.44 -3.69
H 3.53 2.44 -4.39
C 0.12 -2.08 3.50
O 0.96 -1.47 2.85
N 0.43 -3.18 4.18
C 1.77 -3.78 4.12
C -0.50 -3.78 5.16
H -0.95 -1.88 3.54
H 1.71 -4.82 4.42
H 2.47 -3.18 4.70
H 2.12 -3.83 3.09
H -1.48 -3.88 4.70
H -0.19 -4.77 5.48
H -0.50 -3.12 6.02
C -6.56 2.51 -1.47
O -6.88 1.71 -2.33
N -5.58 3.43 -1.58
C -4.67 3.38 -2.73
C -5.46 4.50 -0.64
H -7.13 2.56 -0.53
H -4.84 2.42 -3.23
H -3.67 3.32 -2.30
H -4.87 4.13 -3.49
H -6.16 5.34 -0.67
H -5.57 4.07 0.36
H -4.45 4.92 -0.65

Entry 5:
56
Properties=species:S:1:pos:R:3 method="wB97M-V/def2-TZVPD" energy_ev=-54895.221 charge=-1
C -3.76 -3.10 2.12
C -3.03 -1.86 2.66
P -2.70 -0.56 1.27
C -3.20 0.99 2.35
O -4.54 1.48 2.11
C -5.44 1.28 3.12
O -5.88 -0.06 3.28
C -6.58 -0.58 2.16
C -8.01 -0.88 2.57
O -8.90 -0.97 1.45
H -3.20 -4.02 2.33
H -4.74 -3.22 2.59
H -3.91 -3.01 1.04
H -3.62 -1.42 3.47
H -2.06 -2.13 3.09
H -4.09 -0.73 0.79
H -2.45 0.38 0.15
H -1.30 -0.35 1.74
H -2.27 -1.69 0.40
H -3.06 0.83 3.43
H -2.53 1.79 2.03
H -6.31 1.92 2.90
H -5.02 1.54 4.10
H -6.57 0.13 1.33
H -6.07 -1.47 1.82
H -8.35 -0.11 3.27
H -8.07 -1.85 3.06
H -8.72 -0.21 0.89
C 3.56 -0.13 -0.89
C 3.31 0.93 0.16
O 2.50 2.00 -0.36
C 1.19 1.74 -0.38
O 0.65 0.74 -0.01
C 0.43 2.98 -0.91
F 1.03 3.46 -2.01
F 0.46 3.95 0.02
F -0.82 2.69 -1.19
H 4.01 0.31 -1.78
H 4.25 -0.89 -0.49
H 2.64 -0.63 -1.17
H 4.24 1.42 0.45
H 2.84 0.52 1.04
C 8.48 1.63 -3.33
C 8.76 0.37 -4.13
O 7.85 -0.69 -3.77
C 6.64 -0.64 -4.31
O 6.23 0.18 -5.09
C 5.80 -1.84 -3.82
F 5.92 -1.99 -2.51
F 6.23 -2.96 -4.42
F 4.53 -1.66 -4.13
H 8.53 1.42 -2.26
H 9.22 2.39 -3.57
H 7.49 2.03 -3.56
H 9.74 -0.02 -3.91
H 8.68 0.55 -5.20

Entry 6:
56
Properties=species:S:1:pos:R:3 method="wB97M-V/def2-TZVPD" energy_ev=-122364.327 spin_multiplicity=8 charge=+1
O 2.67 0.60 -0.92
H 3.58 0.28 -0.61
Gd 0.16 0.34 -0.97
N 0.57 2.69 -0.78
N 0.63 1.33 1.35
N -1.01 -1.34 -2.04
N -0.85 -1.45 0.51
O 0.35 3.34 -1.85
O -0.92 -1.33 -3.44
O -0.91 -1.42 1.88
O 0.35 0.72 2.47
C 1.27 2.53 1.45
C 1.29 3.28 0.24
C -1.62 -2.40 -1.50
C -1.52 -2.46 -0.06
C 2.03 4.55 0.02
H 2.93 4.35 -0.60
H 2.34 5.01 0.97
H 1.40 5.25 -0.54
C 1.85 2.95 2.76
H 2.60 2.23 3.11
H 1.06 3.05 3.52
H 2.34 3.92 2.65
C -2.42 -3.38 -2.29
C -2.21 -3.55 0.70
H -2.14 -3.27 -3.35
H -3.50 -3.16 -2.17
H -2.23 -4.41 -1.95
H -2.09 -3.42 1.78
H -1.81 -4.52 0.37
H -3.28 -3.54 0.44
H -0.09 -0.75 -3.53
H -0.39 -0.54 2.14
C 2.71 -1.36 -0.13
H 3.77 -1.54 -0.33
H 2.02 -2.16 -0.51
H 2.48 -1.03 0.91
O 1.06 0.15 -2.99
H 2.67 0.74 -1.86
H 1.80 -0.29 -3.45
C -4.19 -0.91 1.73
N -3.52 0.27 2.22
C -3.58 0.69 3.54
C -3.01 1.91 3.60
N -2.59 2.24 2.32
C -2.10 3.55 1.95
C -2.93 1.24 1.43
Se -2.70 1.24 -0.40
H -3.70 -1.81 2.15
H -4.13 -0.92 0.64
H -5.24 -0.89 2.06
H -4.03 0.06 4.30
H -2.85 2.59 4.43
H -2.82 4.32 2.28
H -1.14 3.72 2.45
H -1.98 3.57 0.86

Entry 7:
47
Properties=species:S:1:pos:R:3 method="wB97M-V/def2-TZVPD" energy_ev=-57595.655 spin_multiplicity=4 charge=+3
C 0.58 -0.02 -3.44
C 1.21 1.09 -2.60
N 1.12 1.00 -1.18
C -0.15 0.83 -0.44
C -1.31 1.69 -1.02
C -2.75 1.16 -0.98
C -3.09 -0.01 -1.89
I -3.58 0.92 0.99
C -0.40 -0.69 -0.30
C 0.79 -1.49 0.29
C 1.78 -1.96 -0.76
C 0.19 -2.76 0.90
N 1.52 -0.69 1.31
O 2.25 -1.37 2.12
C 0.79 0.38 1.98
C -0.21 -0.19 3.01
C 1.78 1.18 2.85
C 0.11 1.35 1.00
H 1.12 -0.94 -3.36
H -0.48 -0.16 -3.25
H 0.66 0.30 -4.47
H 2.26 1.15 -2.85
H 0.79 2.04 -2.94
H 1.80 1.60 -0.71
H -1.31 2.61 -0.45
H -1.14 2.01 -2.04
H -3.32 1.99 -1.38
H -2.61 0.11 -2.85
H -4.16 0.00 -2.03
H -2.86 -0.96 -1.42
H -0.65 -1.16 -1.23
H -1.24 -0.86 0.36
H 1.28 -2.39 -1.62
H 2.40 -2.73 -0.32
H 2.47 -1.17 -1.04
H -0.19 -3.35 0.07
H 0.94 -3.37 1.39
H -0.67 -2.57 1.53
H 0.33 -0.90 3.69
H -0.57 0.70 3.57
H -1.09 -0.66 2.58
H 2.67 1.45 2.30
H 2.07 0.59 3.73
H 1.27 2.08 3.20
H -0.83 1.66 1.44
H 0.71 2.26 0.95
Tm -0.27 0.23 5.27

Entry 8:
55
Properties=species:S:1:pos:R:3 method="wB97M-V/def2-TZVPD" smiles="CC(=O)OC[Si@](O)(I)CCC(N)=O.O=S1(=O)CCCC1.O=S1(=O)CCCC1" energy_ev=-70491.151 charge=0
C 4.28 0.83 -2.38
C 4.44 0.18 -3.82
O 5.35 0.46 -4.63
O 3.45 -0.75 -4.26
C 3.64 -2.07 -3.67
Si 2.04 -2.78 -2.82
O 2.40 -4.27 -1.98
I 0.29 -3.42 -4.50
C 1.36 -1.50 -1.56
C -0.13 -0.97 -1.86
C -0.24 0.22 -2.92
N 0.62 0.42 -4.10
O -1.19 1.04 -2.75
H 4.26 -0.02 -1.60
H 3.23 1.32 -2.30
H 5.10 1.60 -2.14
H 3.89 -2.79 -4.53
H 4.47 -1.99 -2.89
H 3.39 -4.27 -1.90
H 1.31 -2.03 -0.54
H 2.11 -0.65 -1.45
H -0.87 -1.81 -2.13
H -0.53 -0.54 -0.87
H 0.82 -0.45 -4.60
H 1.46 0.97 -3.89
O 1.00 -1.19 1.90
S -0.11 -1.00 2.81
O -0.42 0.29 3.37
C -1.58 -1.67 2.05
C -1.59 -3.13 2.49
C -1.20 -3.12 3.97
C 0.01 -2.21 4.12
H -1.53 -1.54 0.97
H -2.44 -1.13 2.46
H -2.57 -3.59 2.32
H -0.85 -3.70 1.91
H -2.04 -2.74 4.56
H -0.98 -4.13 4.33
H 0.01 -1.69 5.08
H 0.95 -2.75 3.99
O -4.89 3.09 0.54
S -3.77 2.70 1.36
O -3.63 1.36 1.90
C -2.26 3.13 0.50
C -1.98 4.56 0.93
C -2.25 4.60 2.44
C -3.59 3.89 2.68
H -2.41 3.03 -0.58
H -1.48 2.45 0.84
H -0.95 4.85 0.70
H -2.65 5.25 0.42
H -1.45 4.07 2.97
H -2.28 5.62 2.82
H -3.60 3.37 3.64
H -4.43 4.59 2.62

Entry 9:
54
Properties=species:S:1:pos:R:3 method="wB97M-V/def2-TZVPD" energy_ev=-35635.178 charge=+1
O -6.10 0.35 -3.88
O 2.80 -2.41 2.41
O -1.65 2.94 -4.31
N 1.79 -3.45 7.34
O 3.73 -4.24 3.39
O 2.19 -3.45 5.98
C -4.98 0.81 -4.06
C 3.35 -2.94 3.37
C -2.51 2.68 -3.48
C 2.09 -2.30 7.87
C 1.95 -0.66 -0.38
N 1.24 -0.75 0.71
N -3.34 3.60 -2.99
N 1.43 -0.25 -1.53
N 4.02 -0.65 4.31
N -4.10 0.78 -3.05
N 3.20 -1.00 -0.28
C -4.63 1.42 -5.40
C -3.32 5.02 -3.35
C 2.74 -1.38 6.91
C 0.00 -0.01 -1.79
C 3.69 -2.07 4.62
C -0.28 0.25 -3.28
C 2.49 -2.10 5.58
C -1.78 0.18 -3.64
C -2.70 1.23 -2.98
H 3.39 -4.65 2.58
H 1.90 -2.05 8.91
H 1.66 -1.17 1.53
H 0.27 -0.49 0.70
H -4.06 3.28 -2.36
H 2.06 -0.17 -2.31
H 4.11 -0.10 5.16
H 4.88 -0.58 3.75
H -4.49 0.32 -2.23
H 3.82 -0.96 -1.06
H 3.51 -1.36 0.61
H -4.57 2.50 -5.32
H -5.42 1.17 -6.11
H -3.69 1.02 -5.77
H -2.30 5.39 -3.33
H -3.72 5.14 -4.36
H -3.93 5.60 -2.65
H 2.28 -0.39 6.92
H 3.81 -1.28 7.13
H -0.34 0.85 -1.21
H -0.57 -0.89 -1.48
H 4.54 -2.54 5.12
H 0.13 1.23 -3.56
H 0.24 -0.51 -3.86
H 1.61 -1.68 5.09
H -2.13 -0.82 -3.36
H -1.86 0.25 -4.72
H -2.44 1.27 -1.92

Look up the charge of the second one.
-1